1.
Molecular formula: C4H5FS
Method: DFT, ωB97M-V/def2-TZVPD

Cartesian coordinates (Å):
C: -2.48 -0.17 -0.05
C: -1.30 -0.11 -0.08
C: 0.11 0.25 0.31
S: 0.63 1.91 -0.20
C: 0.92 -0.83 -0.33
F: 2.25 -0.74 0.02
H: -3.47 0.09 -0.29
H: 0.26 0.28 1.40
H: 1.70 1.98 0.68
H: 1.00 -0.81 -1.43
H: 0.38 -1.85 -0.04

- HOMO energy: -0.348 hartree
- Gap between HOMO and LUMO: 10.18 eV
- Max |F|: 2.86 eV/Å
- Relative energy (zero: lowest compared OMol25 entry of this formula, charge and spin): 49.8 kcal per mole
- SMILES string: C#C[C@H](S)CF

These are the Löwdin partial charges, in e, on atoms 1 to 5:
1 C 0.13
2 C -0.16
3 C -0.68
4 S 0.74
5 C -0.30

***

2.
Molecular formula: C4H5GaO6
Method: DFT, ωB97M-V/def2-TZVPD

Cartesian coordinates (Å):
C: -1.77 1.61 0.46
C: -0.27 1.70 0.32
O: 0.27 0.40 0.66
O: -2.20 0.27 0.56
H: -2.22 2.04 -0.44
H: -2.09 2.19 1.35
H: 0.15 2.44 1.00
H: 0.01 1.92 -0.72
H: -1.32 -0.29 0.67
C: 1.56 0.16 0.43
O: 2.10 -0.81 1.03
O: 2.28 1.06 -0.08
Ga: 3.63 0.19 0.44
O: -5.10 1.07 0.37
O: -4.61 -1.16 0.07
C: -4.65 -0.01 0.28

- HOMO energy (spin up / spin down): -0.699 / -0.685 hartree
- Gap between HOMO and LUMO (spin up / spin down): 7.41 / 4.80 eV
- Max |F|: 8.00 eV/Å
- Total charge: +2
- Relative energy (zero: lowest compared OMol25 entry of this formula, charge and spin): 38.5 kcal per mole

These are the Löwdin partial charges, in e, on atoms 1 to 5:
1 C -0.05
2 C -0.05
3 O 0.06
4 O 0.22
5 H 0.20

***

3.
Molecular formula: C4H5HgO3
Method: DFT, ωB97M-V/def2-TZVPD

Cartesian coordinates (Å):
O: -1.54 1.31 0.91
C: -2.32 0.46 0.79
C: -3.02 -0.67 0.76
H: -3.74 -0.78 -0.06
H: -3.16 -1.19 1.71
C: 1.36 -0.23 0.65
O: 0.89 -1.10 -0.04
Hg: -1.19 -2.43 -0.11
O: 2.21 0.68 0.38
C: 2.56 0.93 -1.01
H: 3.20 0.11 -1.36
H: 1.64 1.01 -1.61
H: 3.11 1.88 -1.01

- Expectation value of S²: 2.01
- HOMO energy (spin up / spin down): -0.485 / -0.542 hartree
- Gap between HOMO and LUMO (spin up / spin down): 9.34 / 7.53 eV
- Max |F|: 3.54 eV/Å
- Total charge: +1
- 2S+1: 3
- Relative energy (zero: lowest compared OMol25 entry of this formula, charge and spin): 16.9 kcal per mole

These are the Löwdin partial charges, in e, on atoms 1 to 5:
1 O 0.24
2 C -0.21
3 C -0.10
4 H 0.08
5 H 0.08

***

4.
Molecular formula: C4H5I
Method: DFT, ωB97M-V/def2-TZVPD

Cartesian coordinates (Å):
C: -1.22 -1.87 2.73
C: -2.04 -1.02 2.87
I: -3.30 0.54 2.87
H: -0.57 -2.72 2.58
C: 0.33 1.19 -1.04
C: -0.03 0.02 -0.56
H: 1.24 1.20 -1.62
H: -0.32 2.07 -0.91
H: -1.02 0.00 -0.11
H: 0.43 -0.97 -0.60

- HOMO energy: -0.356 hartree
- Gap between HOMO and LUMO: 10.04 eV
- Max |F|: 2.45 eV/Å
- Relative energy (zero: lowest compared OMol25 entry of this formula, charge and spin): 44.7 kcal per mole
- SMILES string: C#CI.C=C

These are the Löwdin partial charges, in e, on atoms 1 to 5:
1 C -0.04
2 C -0.83
3 I 0.84
4 H 0.04
5 C -0.08

***

5.
Molecular formula: C4H5IN2O2S
Method: DFT, ωB97M-V/def2-TZVPD

Cartesian coordinates (Å):
C: -0.25 -1.47 -0.04
C: 0.18 -0.19 0.13
C: -3.42 -0.37 0.65
C: 1.91 1.99 0.42
N: -2.70 -1.11 -0.02
N: -1.61 -1.79 -0.08
O: 2.96 -0.52 0.20
O: 1.65 0.36 -1.71
S: 1.84 0.31 -0.29
I: -4.92 0.63 -0.34
H: 0.24 -2.38 -0.47
H: 1.93 1.98 1.49
H: 2.85 2.65 0.24
H: 1.11 2.63 0.01
H: -1.78 -2.72 -0.18

- HOMO energy (spin up / spin down): -0.314 / -0.307 hartree
- Gap between HOMO and LUMO (spin up / spin down): 6.41 / 6.07 eV
- Max |F|: 2.92 eV/Å
- Relative energy (zero: lowest compared OMol25 entry of this formula, charge and spin): 154.9 kcal per mole

These are the Löwdin partial charges, in e, on atoms 1 to 5:
1 C -0.20
2 C -0.11
3 C -0.55
4 C -0.18
5 N -0.09

***

6.
Molecular formula: C4H5IrLiO3
Method: DFT, ωB97M-V/def2-TZVPD

Cartesian coordinates (Å):
O: -1.40 -0.55 -1.26
Li: -0.72 -2.40 0.06
O: -2.17 -1.65 -0.76
C: -1.43 0.51 -0.46
C: -0.38 1.37 -0.05
H: -0.10 2.17 0.65
H: -2.49 0.64 -0.23
H: -1.52 2.00 0.02
O: 2.59 0.07 -0.53
C: 2.14 -0.79 0.33
C: 0.88 -0.71 0.85
Ir: 1.56 1.59 -0.92
H: 0.27 -0.59 1.75
H: 2.78 -1.66 0.55

- Expectation value of S²: 8.80
- HOMO energy (spin up / spin down): -0.626 / -0.654 hartree
- Gap between HOMO and LUMO (spin up / spin down): 7.00 / 5.45 eV
- Max |F|: 4.95 eV/Å
- Total charge: +2
- 2S+1: 6
- Relative energy (zero: lowest compared OMol25 entry of this formula, charge and spin): 139.2 kcal per mole

These are the Löwdin partial charges, in e, on atoms 1 to 5:
1 O -0.04
2 Li 0.80
3 O 0.11
4 C -0.24
5 C -0.19

***

7.
Molecular formula: C4H5IrO6
Method: DFT, ωB97M-V/def2-TZVPD

Cartesian coordinates (Å):
O: 1.94 -0.76 -1.68
C: 2.14 -0.24 -0.55
O: 3.26 -0.35 0.02
O: 1.23 0.53 0.04
Ir: 3.82 -1.22 -1.65
C: -0.02 1.14 -1.12
C: -0.50 0.77 0.24
H: 0.39 2.15 -1.21
H: -0.24 0.39 -1.89
H: -0.46 1.46 1.08
O: -1.09 -0.51 0.34
C: -1.81 -0.76 1.43
O: -2.02 0.00 2.33
O: -2.34 -1.97 1.30
H: -2.99 -2.11 2.00
H: -1.33 1.47 -0.69

- Expectation value of S²: 8.76
- HOMO energy (spin up / spin down): -0.466 / -0.459 hartree
- Gap between HOMO and LUMO (spin up / spin down): 8.37 / 4.03 eV
- Max |F|: 8.33 eV/Å
- Total charge: +1
- 2S+1: 6
- Relative energy (zero: lowest compared OMol25 entry of this formula, charge and spin): 117.9 kcal per mole

These are the Löwdin partial charges, in e, on atoms 1 to 5:
1 O -0.19
2 C -0.83
3 O -0.13
4 O 0.00
5 Ir 1.46

***

8.
Molecular formula: C4H5LaO6
Method: DFT, ωB97M-V/def2-TZVPD

Cartesian coordinates (Å):
O: -3.46 -0.48 -0.37
C: -3.98 0.62 -0.44
O: -3.86 1.38 -1.43
La: -2.15 -2.80 0.13
O: -4.93 1.16 0.71
O: -6.99 3.77 2.07
C: -7.66 4.09 3.17
O: -7.75 3.42 4.16
O: -8.20 5.29 2.99
C: -6.32 2.52 2.08
C: -5.57 2.43 0.76
H: -8.65 5.57 3.80
H: -7.05 1.70 2.16
H: -5.62 2.46 2.92
H: -4.80 3.22 0.68
H: -6.24 2.51 -0.10

- Expectation value of S²: 0.76
- HOMO energy (spin up / spin down): -0.688 / -0.687 hartree
- Gap between HOMO and LUMO (spin up / spin down): 3.93 / 3.92 eV
- Max |F|: 11.15 eV/Å
- Total charge: +3
- 2S+1: 2

These are the Löwdin partial charges, in e, on atoms 1 to 5:
1 O -0.15
2 C -0.57
3 O 0.15
4 La 2.60
5 O -0.08

***

9.
Molecular formula: C4H5LiOTb
Method: DFT, ωB97M-V/def2-TZVPD

Cartesian coordinates (Å):
C: -1.03 0.19 -1.66
C: -1.00 0.01 -0.35
C: -1.23 0.31 0.95
H: -0.68 -0.60 -2.33
H: -1.38 1.12 -2.10
H: -0.75 1.17 1.42
H: -2.01 -0.22 1.51
O: 1.88 -0.21 0.45
C: 0.87 -0.93 0.87
Tb: 2.22 1.03 -1.45
Li: 2.34 0.00 2.43
H: 0.77 -1.86 0.26

- Expectation value of S²: 15.77
- HOMO energy (spin up / spin down): -0.551 / -0.553 hartree
- Gap between HOMO and LUMO (spin up / spin down): 7.18 / 5.90 eV
- Max |F|: 2.67 eV/Å
- Total charge: +2
- 2S+1: 8
- Relative energy (zero: lowest compared OMol25 entry of this formula, charge and spin): 56.1 kcal per mole

These are the Löwdin partial charges, in e, on atoms 1 to 5:
1 C -0.04
2 C -0.21
3 C 0.06
4 H 0.07
5 H 0.09

***

10.
Molecular formula: C4H5N
Method: DFT, ωB97M-V/def2-TZVPD

Cartesian coordinates (Å):
C: -1.63 0.07 0.30
C: 0.15 -1.16 -0.43
C: 1.78 -0.19 -1.82
C: -1.35 0.42 1.62
N: 0.86 -0.53 -1.10
H: 1.87 -0.15 -2.87
H: 2.49 0.51 -1.45
H: -1.89 -0.56 1.59
H: -1.86 1.21 2.05
H: -0.43 0.36 2.12

- HOMO energy (spin up / spin down): -0.283 / -0.269 hartree
- Gap between HOMO and LUMO (spin up / spin down): 8.12 / 7.31 eV
- Max |F|: 6.65 eV/Å
- Relative energy (zero: lowest compared OMol25 entry of this formula, charge and spin): 206.7 kcal per mole

These are the Löwdin partial charges, in e, on atoms 1 to 5:
1 C 0.06
2 C 0.02
3 C -0.06
4 C -0.20
5 N -0.15

***

11.
Molecular formula: C4H5N
Method: DFT, ωB97M-V/def2-TZVPD

Cartesian coordinates (Å):
N: -2.80 -0.05 -0.25
C: -1.70 -0.01 0.07
C: -0.29 -0.03 0.56
C: 0.63 0.75 -0.27
C: 0.81 -0.73 -0.27
H: -0.23 -0.05 1.68
H: 1.26 1.47 0.41
H: 0.36 1.25 -1.19
H: 0.42 -1.36 -1.09
H: 1.53 -1.25 0.34

- HOMO energy: -0.395 hartree
- Gap between HOMO and LUMO: 11.68 eV
- Max |F|: 3.73 eV/Å
- Relative energy (zero: lowest compared OMol25 entry of this formula, charge and spin): 31.3 kcal per mole
- SMILES string: N#CC1CC1

These are the Löwdin partial charges, in e, on atoms 1 to 5:
1 N 0.13
2 C -0.20
3 C -0.30
4 C -0.16
5 C -0.09

***

12.
Molecular formula: C4H5N
Method: DFT, ωB97M-V/def2-TZVPD

Cartesian coordinates (Å):
N: 2.35 0.46 -0.22
C: 1.45 -0.05 0.27
C: 0.32 -0.63 0.72
C: -0.79 -0.57 -0.22
C: -0.31 0.80 -0.36
H: 0.30 -0.99 1.72
H: -1.73 -0.63 0.30
H: -0.80 -1.17 -1.12
H: -0.76 1.57 0.23
H: 0.04 1.14 -1.34

- HOMO energy: -0.307 hartree
- Gap between HOMO and LUMO: 8.28 eV
- Max |F|: 2.80 eV/Å
- Relative energy (zero: lowest compared OMol25 entry of this formula, charge and spin): 90.9 kcal per mole

These are the Löwdin partial charges, in e, on atoms 1 to 5:
1 N 0.13
2 C -0.40
3 C -0.10
4 C -0.22
5 C 0.02

***

13.
Molecular formula: C4H5N
Method: DFT, ωB97M-V/def2-TZVPD

Cartesian coordinates (Å):
C: -1.70 -0.32 1.89
C: -0.62 0.40 1.27
C: 0.36 0.56 0.46
C: 0.29 -0.08 -0.94
N: -2.08 -0.81 0.79
H: -2.20 -0.37 2.84
H: 1.06 1.35 0.57
H: -0.72 -0.10 -1.20
H: 0.63 -1.04 -0.75
H: 0.88 0.41 -1.72

- HOMO energy: -0.330 hartree
- Gap between HOMO and LUMO: 9.44 eV
- Max |F|: 3.08 eV/Å
- Relative energy (zero: lowest compared OMol25 entry of this formula, charge and spin): 100.3 kcal per mole

These are the Löwdin partial charges, in e, on atoms 1 to 5:
1 C -0.30
2 C 0.00
3 C -0.14
4 C -0.08
5 N 0.18

***

14.
Molecular formula: C4H5N
Method: DFT, ωB97M-V/def2-TZVPD

Cartesian coordinates (Å):
C: 0.35 -1.12 0.02
C: 1.03 0.03 -0.01
C: 0.04 1.14 -0.04
N: -1.24 0.48 -0.02
C: -1.05 -0.82 -0.03
H: 0.68 -2.15 -0.08
H: 2.06 0.41 -0.08
H: 0.07 1.53 0.96
H: 0.02 1.94 -0.80
H: -1.95 -1.44 0.09

- HOMO energy: -0.350 hartree
- Gap between HOMO and LUMO: 10.48 eV
- Max |F|: 3.46 eV/Å
- Relative energy (zero: lowest compared OMol25 entry of this formula, charge and spin): 28.4 kcal per mole
- SMILES string: C1=CCN=C1

These are the Löwdin partial charges, in e, on atoms 1 to 5:
1 C -0.10
2 C -0.07
3 C -0.25
4 N 0.01
5 C -0.15

***

15.
Molecular formula: C4H5N
Method: DFT, ωB97M-V/def2-TZVPD

Cartesian coordinates (Å):
C: 2.31 -0.19 0.18
C: 1.12 -0.31 0.26
C: -0.31 -0.40 0.46
C: -1.16 0.70 -0.09
N: -1.27 -0.65 -0.62
H: 3.37 -0.07 0.13
H: -0.60 -0.87 1.40
H: -0.65 1.45 -0.68
H: -2.01 1.05 0.49
H: -0.80 -0.72 -1.52

- HOMO energy: -0.346 hartree
- Gap between HOMO and LUMO: 10.56 eV
- Max |F|: 0.44 eV/Å
- Relative energy (zero: lowest compared OMol25 entry of this formula, charge and spin): 65.7 kcal per mole
- SMILES string: C#C[C@H]1CN1

These are the Löwdin partial charges, in e, on atoms 1 to 5:
1 C 0.11
2 C -0.10
3 C -0.34
4 C -0.15
5 N 0.02

***

16.
Molecular formula: C4H5N
Method: DFT, ωB97M-V/def2-TZVPD

Cartesian coordinates (Å):
C: 0.51 -0.99 0.58
C: -0.87 -0.76 0.26
C: -1.03 0.56 0.02
N: 0.20 1.21 0.19
C: 1.12 0.23 0.57
H: 1.00 -1.95 0.70
H: -1.66 -1.51 0.22
H: -1.92 1.14 -0.19
H: 0.59 1.53 -0.70
H: 2.14 0.54 0.78

- HOMO energy: -0.318 hartree
- Gap between HOMO and LUMO: 9.80 eV
- Max |F|: 1.17 eV/Å
- Relative energy (zero: lowest compared OMol25 entry of this formula, charge and spin): 15.1 kcal per mole
- SMILES string: c1cc[nH]c1

These are the Löwdin partial charges, in e, on atoms 1 to 5:
1 C -0.10
2 C -0.10
3 C -0.15
4 N -0.03
5 C -0.15

***

17.
Molecular formula: C4H5N2
Method: DFT, ωB97M-V/def2-TZVPD

Cartesian coordinates (Å):
C: 0.72 1.08 -0.93
C: -1.38 0.47 1.31
C: 0.77 -0.88 -0.01
C: 0.51 -0.28 -1.32
N: -2.01 0.86 2.21
N: 1.59 0.35 -0.31
H: 0.59 2.07 -1.13
H: -0.08 -0.52 0.65
H: 1.44 -1.85 0.11
H: 0.73 -0.83 -2.33
H: -2.42 1.34 2.94

- HOMO energy: -0.589 hartree
- Gap between HOMO and LUMO: 10.81 eV
- Max |F|: 3.74 eV/Å
- Total charge: +1
- Relative energy (zero: lowest compared OMol25 entry of this formula, charge and spin): 98.8 kcal per mole

These are the Löwdin partial charges, in e, on atoms 1 to 5:
1 C 0.08
2 C 0.07
3 C -0.07
4 C -0.02
5 N 0.18

***

18.
Molecular formula: C4H5N2OS
Method: DFT, ωB97M-V/def2-TZVPD

Cartesian coordinates (Å):
O: -2.58 -0.57 2.28
C: -2.05 -0.38 1.29
N: -1.50 -0.20 0.20
C: -0.21 0.49 0.21
C: 0.20 1.00 -1.14
S: 0.63 -0.53 -2.03
C: 1.28 -1.11 -0.58
N: 0.85 -0.52 0.49
H: -0.22 1.27 0.97
H: -0.63 1.53 -1.59
H: 1.07 1.63 -0.97
H: 2.01 -1.90 -0.55
H: 1.14 -0.72 1.43

- HOMO energy: -0.551 hartree
- Gap between HOMO and LUMO: 9.94 eV
- Max |F|: 1.26 eV/Å
- Total charge: +1
- Relative energy (zero: lowest compared OMol25 entry of this formula, charge and spin): 0.0 kcal per mole

These are the Löwdin partial charges, in e, on atoms 1 to 5:
1 O 0.27
2 C -0.27
3 N 0.15
4 C -0.36
5 C -0.33

***

19.
Molecular formula: C4H5N2S
Method: DFT, ωB97M-V/def2-TZVPD

Cartesian coordinates (Å):
C: -0.43 -2.24 1.56
C: -1.29 1.23 -0.83
C: 1.18 0.85 -0.57
C: -0.17 1.31 -0.25
N: -0.50 -1.74 -0.76
N: -0.50 -1.97 0.36
S: -0.24 -2.47 3.12
H: 1.11 -0.01 -1.40
H: 1.75 0.32 0.30
H: 1.77 1.55 -1.12
H: -2.38 1.43 -1.12
H: -0.29 1.75 0.72

- HOMO energy (spin up / spin down): -0.434 / -0.447 hartree
- Gap between HOMO and LUMO (spin up / spin down): 4.17 / 5.24 eV
- Max |F|: 5.13 eV/Å
- Total charge: +1
- Relative energy (zero: lowest compared OMol25 entry of this formula, charge and spin): 138.1 kcal per mole

These are the Löwdin partial charges, in e, on atoms 1 to 5:
1 C -0.64
2 C 0.38
3 C -0.08
4 C -0.20
5 N 0.21

***

20.
Molecular formula: C4H5N2S
Method: DFT, ωB97M-V/def2-TZVPD

Cartesian coordinates (Å):
C: 1.94 -0.32 0.11
C: -0.15 -0.39 1.32
C: 0.10 -0.05 -1.56
C: -0.94 0.65 0.53
N: 1.05 -0.51 0.96
N: -0.93 0.00 -0.80
S: 0.90 -0.01 -2.90
H: 2.87 0.06 0.11
H: -0.76 -0.99 2.00
H: -2.03 0.84 0.95
H: -0.45 1.60 0.30
H: -1.60 -0.87 -1.04

- HOMO energy (spin up / spin down): -0.466 / -0.466 hartree
- Gap between HOMO and LUMO (spin up / spin down): 7.04 / 7.03 eV
- Max |F|: 6.74 eV/Å
- Total charge: +1
- Relative energy (zero: lowest compared OMol25 entry of this formula, charge and spin): 67.0 kcal per mole

These are the Löwdin partial charges, in e, on atoms 1 to 5:
1 C 0.16
2 C -0.12
3 C -0.68
4 C -0.10
5 N 0.02